No. 1
65
Properties=species:S:1:pos:R:3 method="wB97M-V/def2-TZVPD" orbital_gap_ev=9.55
C 4.879 -2.282 3.858
O 3.555 -1.858 3.458
B 2.943 -1.109 4.438
O 3.662 -0.201 5.235
C 1.359 -1.243 4.636
C 0.508 -0.607 3.504
O -0.792 -0.888 4.097
C -0.630 -2.241 4.441
O -1.509 -2.981 4.505
O 0.713 -2.539 4.637
H 4.825 -2.986 4.707
H 5.541 -1.434 4.090
H 5.311 -2.798 2.983
H 3.473 0.662 4.824
H 0.952 -0.768 5.550
H 0.512 -1.332 2.672
H 0.776 0.435 3.300
C -3.496 -1.561 -0.008
N -2.096 -1.549 -0.381
C -1.665 -2.346 -1.517
C -1.181 -0.823 0.291
O 0.006 -0.772 0.029
H -3.794 -2.582 0.236
H -4.094 -1.201 -0.847
H -3.669 -0.921 0.857
H -0.916 -3.069 -1.190
H -1.214 -1.695 -2.267
H -2.515 -2.871 -1.950
H -1.615 -0.257 1.134
C 3.190 2.993 -1.246
N 2.664 2.664 0.066
C 1.541 3.424 0.583
C 3.181 1.678 0.818
O 2.780 1.358 1.925
H 3.531 4.030 -1.248
H 2.404 2.872 -1.991
H 4.026 2.342 -1.499
H 1.827 3.904 1.521
H 0.706 2.749 0.780
H 1.236 4.181 -0.137
H 4.027 1.163 0.335
C -8.083 -2.691 1.023
N -7.199 -3.396 0.115
C -7.034 -4.832 0.264
C -6.523 -2.762 -0.865
O -5.769 -3.296 -1.656
H -7.731 -2.823 2.048
H -9.093 -3.095 0.933
H -8.104 -1.627 0.790
H -5.983 -5.059 0.451
H -7.337 -5.330 -0.658
H -7.639 -5.196 1.092
H -6.718 -1.676 -0.891
C 4.388 5.017 -6.757
N 3.758 4.444 -5.583
C 4.095 3.087 -5.193
C 2.867 5.133 -4.840
O 2.308 4.705 -3.847
H 4.145 4.410 -7.632
H 5.471 5.031 -6.617
H 4.038 6.034 -6.923
H 3.192 2.474 -5.192
H 4.511 3.091 -4.184
H 4.822 2.666 -5.885
H 2.680 6.151 -5.220


No. 2
69
Properties=species:S:1:pos:R:3 method="wB97M-V/def2-TZVPD" orbital_gap_ev=7.99
C 2.742 7.281 0.973
C 2.276 7.090 -0.297
Si 3.203 6.165 -1.562
I 4.237 7.958 -2.915
O 4.444 5.338 -0.897
C 5.294 4.586 -1.784
C 6.283 3.795 -0.943
O 2.312 5.308 -2.657
Si 1.470 3.931 -2.258
C -0.366 4.223 -2.001
C -0.764 5.202 -0.879
C -0.294 4.788 0.498
S -1.050 5.882 1.752
P 2.351 2.760 -0.516
O 3.446 1.809 -1.307
Cl 0.841 1.403 -0.027
H 3.017 8.290 1.283
H 2.817 6.504 1.729
H 1.349 7.598 -0.566
H 5.858 5.277 -2.411
H 4.725 3.889 -2.400
H 7.158 3.522 -1.528
H 5.802 2.891 -0.573
H 6.595 4.378 -0.079
H 1.556 3.042 -3.441
H -0.813 4.571 -2.933
H -0.821 3.252 -1.787
H -0.465 6.212 -1.160
H -1.857 5.222 -0.845
H -0.664 3.786 0.697
H 0.785 4.836 0.638
H -0.057 5.943 2.644
H 3.311 0.878 -1.109
C 1.051 -1.710 -0.029
O 0.530 -3.000 -0.364
C 1.095 -4.012 0.290
O 1.978 -3.919 1.100
O 0.508 -5.148 -0.097
C 1.031 -6.317 0.546
H 0.508 -0.998 -0.632
H 0.893 -1.494 1.025
H 2.113 -1.656 -0.270
H 0.879 -6.264 1.622
H 2.088 -6.439 0.318
H 0.475 -7.159 0.147
C -1.589 -4.100 3.255
O -2.967 -4.423 3.068
C -3.207 -5.727 2.965
O -2.382 -6.603 3.009
O -4.517 -5.897 2.796
C -4.919 -7.262 2.663
H -1.523 -3.017 3.314
H -1.209 -4.529 4.180
H -0.998 -4.447 2.408
H -4.667 -7.826 3.559
H -4.453 -7.716 1.790
H -5.997 -7.252 2.533
C -2.139 -4.594 -1.068
O -3.476 -4.441 -1.567
C -4.122 -3.397 -1.057
O -3.682 -2.614 -0.256
O -5.346 -3.364 -1.585
C -6.154 -2.283 -1.116
H -1.719 -5.469 -1.552
H -1.537 -3.727 -1.310
H -2.155 -4.755 0.008
H -5.701 -1.326 -1.370
H -6.303 -2.353 -0.041
H -7.111 -2.375 -1.621


No. 3
70
Properties=species:S:1:pos:R:3 method="wB97M-V/def2-TZVPD" total_charge=+1 orbital_gap_ev=8.70
C 2.715 3.956 0.322
C 3.123 2.471 0.233
P 1.894 1.484 1.176
C 2.423 1.228 2.906
C 2.445 2.639 3.541
N 1.568 -0.056 0.341
C 0.303 -0.434 0.094
N -0.725 0.314 -0.215
F -0.525 1.622 -0.436
C -2.120 -0.077 -0.364
C -2.669 0.105 -1.779
C -2.954 1.572 -2.161
I -4.501 -1.026 -1.787
N 0.113 -1.858 0.153
P 0.196 -2.528 -1.465
N 0.925 -3.875 -1.640
O -1.293 -2.573 -2.000
O 0.853 -1.347 -2.299
C 1.229 -2.242 1.032
P 0.618 -2.142 2.767
O -0.162 -3.363 3.002
O -0.273 -0.840 2.929
O 1.807 -1.960 3.795
C 2.345 -1.341 0.520
C 3.664 -1.351 1.259
C 4.762 -0.401 0.733
O 6.022 -0.902 1.146
C 4.743 -0.194 -0.796
N 5.435 -1.206 -1.586
H 1.633 4.047 0.279
H 3.065 4.405 1.244
H 3.123 4.512 -0.517
H 4.143 2.389 0.601
H 3.057 2.168 -0.809
H 1.682 0.637 3.430
H 3.423 0.820 3.036
H 1.633 3.266 3.189
H 3.398 3.110 3.308
H 2.433 2.523 4.619
H -2.267 -1.080 0.010
H -2.693 0.581 0.291
H -2.013 -0.377 -2.493
H -2.376 1.815 -3.048
H -3.993 1.688 -2.446
H -2.726 2.251 -1.350
H 1.250 -4.285 -0.774
H -1.919 -2.780 -1.297
H 1.159 -1.723 -3.139
H 1.576 -3.270 0.978
H -1.183 -1.164 2.909
H 2.337 -2.767 3.791
H 2.596 -1.684 -0.485
H 4.045 -2.368 1.141
H 3.569 -1.199 2.330
H 4.686 0.538 1.271
H 6.096 -1.828 0.912
H 3.738 -0.058 -1.194
H 5.266 0.742 -0.979
H 5.298 -2.141 -1.230
H 6.422 -1.002 -1.595
C -8.968 0.003 -2.874
C -9.768 0.704 -1.794
O -8.736 1.231 -0.950
C -7.612 1.362 -1.686
O -6.630 1.926 -1.325
O -7.752 0.763 -2.891
H -9.445 0.028 -3.850
H -8.733 -1.031 -2.616
H -10.360 1.533 -2.183
H -10.414 0.035 -1.233


No. 4
56
Properties=species:S:1:pos:R:3 method="wB97M-V/def2-TZVPD" orbital_gap_ev=11.22
O 2.331 -0.054 2.664
C 1.150 0.130 2.749
O 0.659 1.164 3.493
C 0.109 -0.799 2.192
Si 0.141 -2.399 3.195
C 1.744 -3.331 2.806
C 1.755 -3.766 1.387
O 1.373 -4.784 0.919
F 2.235 -2.786 0.577
H -0.047 1.613 3.012
H -0.885 -0.347 2.182
H 0.387 -1.068 1.168
H -0.997 -3.262 2.828
H 0.085 -2.107 4.640
H 1.779 -4.219 3.438
H 2.582 -2.666 3.021
C -4.341 5.753 1.256
C -3.874 5.209 2.601
C -2.611 4.355 2.509
C -2.750 3.106 1.636
C -3.863 2.145 2.055
C -3.679 1.581 3.460
H -4.611 4.951 0.567
H -5.218 6.391 1.373
H -3.557 6.348 0.783
H -4.681 4.633 3.062
H -3.677 6.044 3.278
H -2.303 4.066 3.518
H -1.796 4.967 2.110
H -1.797 2.561 1.652
H -2.901 3.399 0.595
H -3.894 1.320 1.339
H -4.834 2.642 1.982
H -2.716 1.069 3.544
H -4.460 0.860 3.702
H -3.707 2.363 4.220
C 4.358 -2.401 -6.157
C 2.871 -2.238 -5.860
C 2.575 -1.204 -4.775
C 3.187 -1.518 -3.408
C 2.789 -2.871 -2.821
C 1.291 -3.017 -2.582
H 4.905 -2.761 -5.284
H 4.523 -3.116 -6.964
H 4.801 -1.449 -6.458
H 2.448 -3.206 -5.577
H 2.353 -1.940 -6.776
H 1.491 -1.097 -4.674
H 2.944 -0.228 -5.105
H 2.893 -0.729 -2.707
H 4.278 -1.466 -3.475
H 3.314 -3.006 -1.872
H 3.134 -3.678 -3.474
H 0.930 -2.232 -1.912
H 1.061 -3.977 -2.119
H 0.723 -2.952 -3.512


No. 5
60
Properties=species:S:1:pos:R:3 method="wB97M-V/def2-TZVPD" total_charge=+2 orbital_gap_ev=8.81
Au -0.012 0.146 -0.087
C -1.477 1.746 2.597
C -1.986 2.050 1.188
N -1.905 0.920 0.206
C -2.826 -0.220 0.558
C -2.630 -1.436 -0.341
N -1.312 -2.025 -0.094
C -0.754 -2.861 -1.160
C 0.700 -3.233 -0.871
C 1.756 -2.139 -1.077
N 1.749 -0.974 -0.123
C 2.033 -1.384 1.288
C 1.787 -0.221 2.226
N 0.359 0.145 2.133
C 0.016 1.463 2.709
H -2.054 0.947 3.069
H -1.694 2.638 3.187
H -1.420 2.878 0.759
H -3.034 2.352 1.239
H -2.209 1.274 -0.701
H -3.850 0.152 0.494
H -2.639 -0.485 1.598
H -2.650 -1.105 -1.381
H -3.456 -2.138 -0.204
H -1.288 -2.514 0.796
H -0.787 -2.275 -2.084
H -1.355 -3.759 -1.331
H 0.985 -4.016 -1.577
H 0.791 -3.698 0.114
H 1.664 -1.718 -2.079
H 2.745 -2.595 -1.000
H 2.491 -0.342 -0.420
H 3.056 -1.758 1.358
H 1.364 -2.210 1.530
H 2.367 0.646 1.899
H 2.093 -0.451 3.248
H -0.213 -0.575 2.569
H 0.572 2.218 2.147
H 0.351 1.517 3.747
C -0.073 3.108 -3.841
C 0.259 1.642 -4.041
C 1.290 1.458 -5.130
O 0.858 1.186 -2.752
B -0.147 0.603 -2.089
O -1.313 0.400 -2.742
C -1.002 0.723 -4.172
C -0.720 -0.611 -4.837
C -2.212 1.393 -4.778
H 0.835 3.646 -3.573
H -0.808 3.255 -3.047
H -0.469 3.544 -4.757
H 2.137 2.116 -4.945
H 0.862 1.727 -6.098
H 1.652 0.434 -5.184
H 0.154 -1.103 -4.405
H -0.543 -0.481 -5.904
H -1.586 -1.262 -4.716
H -2.536 2.255 -4.198
H -3.036 0.684 -4.842
H -1.983 1.728 -5.791


No. 6
55
Properties=species:S:1:pos:R:3 method="wB97M-V/def2-TZVPD" total_charge=+1 relative_energy_kj_mol=198.2 orbital_gap_ev=7.10
C -2.087 3.019 5.046
C -0.922 2.997 3.990
C -1.327 2.944 2.465
N -0.187 2.951 1.425
C 0.853 1.847 1.699
C -0.563 2.927 -0.057
C 0.537 3.691 -0.792
C 1.263 4.560 0.282
C 0.519 4.397 1.579
H -2.550 2.033 5.012
H -2.851 3.788 4.924
H -1.627 3.059 6.033
H -0.252 2.160 4.187
H -0.286 3.853 4.217
H -2.048 3.708 2.175
H -1.769 1.961 2.302
H 1.591 1.905 0.898
H 0.318 0.906 1.826
H 1.277 2.173 2.649
H -0.707 1.907 -0.415
H -1.479 3.514 -0.117
H 1.279 3.057 -1.278
H 0.047 4.371 -1.488
H 2.300 4.266 0.441
H 1.235 5.635 0.104
H 1.134 4.434 2.478
H -0.248 5.156 1.730
C 2.379 -4.360 -4.374
C 1.552 -3.450 -3.558
C 0.749 -4.122 -2.489
N -0.273 -3.246 -1.628
C -1.315 -2.663 -2.573
C 0.444 -2.064 -0.868
C -0.038 -2.127 0.598
C -1.304 -2.965 0.521
C -0.927 -4.047 -0.494
H 3.015 -4.776 -3.592
H 3.000 -3.973 -5.181
H 1.847 -5.209 -4.803
H 0.851 -2.935 -4.214
H 2.229 -2.689 -3.169
H 1.349 -4.705 -1.791
H 0.087 -4.766 -3.068
H -2.005 -2.133 -1.916
H -1.781 -3.538 -3.027
H -0.692 -1.999 -3.173
H 0.205 -1.105 -1.329
H 1.521 -2.214 -0.932
H -0.052 -1.137 1.054
H 0.750 -2.724 1.057
H -2.248 -2.423 0.449
H -1.545 -3.521 1.427
H -1.689 -4.714 -0.897
H -0.164 -4.675 -0.035
Br 0.604 1.059 -3.309


Repeat the sixth record exactly.
55
Properties=species:S:1:pos:R:3 method="wB97M-V/def2-TZVPD" total_charge=+1 relative_energy_kj_mol=198.2 orbital_gap_ev=7.10
C -2.087 3.019 5.046
C -0.922 2.997 3.990
C -1.327 2.944 2.465
N -0.187 2.951 1.425
C 0.853 1.847 1.699
C -0.563 2.927 -0.057
C 0.537 3.691 -0.792
C 1.263 4.560 0.282
C 0.519 4.397 1.579
H -2.550 2.033 5.012
H -2.851 3.788 4.924
H -1.627 3.059 6.033
H -0.252 2.160 4.187
H -0.286 3.853 4.217
H -2.048 3.708 2.175
H -1.769 1.961 2.302
H 1.591 1.905 0.898
H 0.318 0.906 1.826
H 1.277 2.173 2.649
H -0.707 1.907 -0.415
H -1.479 3.514 -0.117
H 1.279 3.057 -1.278
H 0.047 4.371 -1.488
H 2.300 4.266 0.441
H 1.235 5.635 0.104
H 1.134 4.434 2.478
H -0.248 5.156 1.730
C 2.379 -4.360 -4.374
C 1.552 -3.450 -3.558
C 0.749 -4.122 -2.489
N -0.273 -3.246 -1.628
C -1.315 -2.663 -2.573
C 0.444 -2.064 -0.868
C -0.038 -2.127 0.598
C -1.304 -2.965 0.521
C -0.927 -4.047 -0.494
H 3.015 -4.776 -3.592
H 3.000 -3.973 -5.181
H 1.847 -5.209 -4.803
H 0.851 -2.935 -4.214
H 2.229 -2.689 -3.169
H 1.349 -4.705 -1.791
H 0.087 -4.766 -3.068
H -2.005 -2.133 -1.916
H -1.781 -3.538 -3.027
H -0.692 -1.999 -3.173
H 0.205 -1.105 -1.329
H 1.521 -2.214 -0.932
H -0.052 -1.137 1.054
H 0.750 -2.724 1.057
H -2.248 -2.423 0.449
H -1.545 -3.521 1.427
H -1.689 -4.714 -0.897
H -0.164 -4.675 -0.035
Br 0.604 1.059 -3.309